Density functional theory data (ωB97M-V with the def2-TZVPD basis set) for a 2-piece molecular cluster, C6H13NO overall.

Structure (XYZ):
```
21
C6H13NO (ωB97M-V with the def2-TZVPD basis set)
C -1.0780 -1.1069 -0.5571
C -0.1069 -0.0820 -0.0368
C -0.4693 1.1643 0.2773
N -1.7469 1.7159 0.1465
C 1.3082 -0.5480 0.2209
C 1.3998 -1.4576 1.4185
C 2.1537 -1.2304 2.4836
H -2.0775 -0.7107 -0.7202
H -0.7158 -1.5480 -1.4860
H -1.1868 -1.9247 0.1600
H 0.2665 1.8455 0.6946
H -2.2585 1.4376 -0.6796
H -1.7487 2.7196 0.2408
H 1.9511 0.3189 0.3868
H 1.6789 -1.0933 -0.6542
H 0.7847 -2.3536 1.3804
H 2.1638 -1.9261 3.3110
H 2.7756 -0.3464 2.5440
H -0.3839 0.8965 -2.1851
H -0.5029 1.0746 -3.7031
O -1.0045 1.1520 -2.8870
```

Calculated values
**Structure (SMILES)**: C=CC/C(C)=C/N.O
**Frontier orbital gap**: 8.82 eV
**E_HOMO**: -8.01 eV
**E_LUMO**: 0.030 hartree
**Strongest force on any atom**: 0.3 eV/Å
**Energy above the lowest of the compared OMol25 structures with the same formula, charge and spin**: 160.30 kJ/mol

Density functional theory data (ωB97M-V with the def2-TZVPD basis set) for C42H51ClF3N8O3PtS as an isolated structure in a non-equilibrium geometry.

Structure (XYZ):
```
110
C42H51ClF3N8O3PtS (ωB97M-V with the def2-TZVPD basis set)
Pt -0.2848 0.3935 1.5350
C -1.9896 4.5522 4.7412
C -1.5966 3.6905 3.5777
O -0.9166 2.6746 3.6717
N -2.0579 4.0658 2.3586
C -1.7644 3.3062 1.1745
C -2.6345 2.0729 1.0557
C -3.9430 2.2101 0.6126
C -4.7943 1.1206 0.5559
C -4.3206 -0.1206 0.9568
C -3.0071 -0.2247 1.3558
N -2.1834 0.8434 1.3850
H -1.3613 4.3142 5.5937
H -3.0288 4.3494 5.0062
H -1.9035 5.6124 4.5069
H -2.6411 4.8842 2.2822
H -0.7100 3.0295 1.1498
H -1.9679 3.9561 0.3247
H -4.2919 3.1945 0.3300
H -5.8145 1.2404 0.2165
H -4.9479 -0.9999 0.9470
H -2.5834 -1.1713 1.6576
C 1.9669 -7.8842 0.1985
C 2.6825 -6.7541 -0.5220
N 1.8739 -5.5089 -0.5804
C 1.1146 -5.1786 -1.7945
C -0.3069 -5.7227 -1.7708
C 1.8341 -4.7200 0.4459
S 0.9414 -3.1976 0.4666
N 2.4657 -4.9162 1.6228
C 2.2438 -3.9352 2.4597
O 1.3986 -2.9660 2.0418
C 2.7957 -3.8225 3.7817
C 3.6074 -4.8562 4.2614
C 4.1571 -4.7542 5.5246
C 3.9034 -3.6332 6.3054
C 3.0977 -2.6019 5.8295
C 2.5411 -2.6934 4.5706
H 2.6146 -8.7596 0.1995
H 1.0383 -8.1597 -0.2988
H 1.7520 -7.6201 1.2330
H 2.9017 -7.0203 -1.5536
H 3.6213 -6.5100 -0.0266
H 1.6693 -5.5815 -2.6394
H 1.1231 -4.0889 -1.9060
H -0.3082 -6.8082 -1.6983
H -0.8131 -5.4492 -2.6952
H -0.8789 -5.3228 -0.9329
H 3.7917 -5.7254 3.6459
H 4.7888 -5.5461 5.9006
H 4.3362 -3.5618 7.2940
H 2.9186 -1.7309 6.4444
H 1.9154 -1.8975 4.1873
C 0.0403 0.1954 -6.6211
C -0.8492 1.4229 -6.3365
C -2.2977 1.0825 -6.7086
C -0.3775 2.5656 -7.2495
C -0.7220 1.8409 -4.8253
O 0.6239 2.1137 -4.4860
C -1.6232 3.0486 -4.5104
C -1.5057 3.7036 -3.1301
C -0.1555 4.2946 -2.7988
C 0.3881 5.3071 -3.5871
C 1.6125 5.8757 -3.2807
C 2.3138 5.4347 -2.1658
Cl 3.8459 6.1343 -1.7764
C 1.7882 4.4418 -1.3578
C 0.5575 3.8872 -1.6808
C -1.0988 0.6098 -3.9597
N -0.4951 0.5764 -2.6168
C -1.0795 0.7562 -1.4471
N -0.1781 0.5655 -0.4771
C 0.9626 0.2345 -1.1620
N 0.7936 0.2202 -2.4509
H 0.3245 0.1808 -7.6721
H -0.4837 -0.7437 -6.4325
H 0.9583 0.2114 -6.0329
H -2.3139 0.6276 -7.6990
H -2.9322 1.9674 -6.7527
H -2.7530 0.3627 -6.0245
H -0.4336 2.2280 -8.2838
H 0.6641 2.8502 -7.0802
H -0.9982 3.4566 -7.1782
H 1.0276 2.6531 -5.1762
H -2.6632 2.7498 -4.6571
H -1.4144 3.8204 -5.2496
H -1.8052 3.0087 -2.3395
H -2.2441 4.5105 -3.1110
H -0.1549 5.6710 -4.4512
H 2.0226 6.6660 -3.8937
H 2.3419 4.1146 -0.4877
H 0.1489 3.1157 -1.0416
H -0.7458 -0.2989 -4.4390
H -2.1770 0.5483 -3.8229
H -2.1096 1.0389 -1.3318
H 1.9124 0.0338 -0.6928
F 1.4876 0.6623 8.2196
C 0.3280 0.1643 7.7982
F 0.1455 -1.0324 8.3558
F -0.6570 0.9740 8.1971
C 0.2941 0.0550 6.2817
C 1.1861 0.7650 5.5003
C 1.0340 0.7206 4.1314
N 0.0783 -0.0144 3.5338
C -0.7626 -0.7285 4.3059
C -0.6868 -0.7210 5.6780
H 1.9687 1.3634 5.9435
H 1.6986 1.2792 3.4852
H -1.5005 -1.3277 3.7905
H -1.3739 -1.3114 6.2678
```

Calculated values
**Frontier orbital gap**: 4.45 eV
**Total charge**: +3
**E_HOMO**: -14.19 eV
**E_LUMO**: -0.358 hartree
**Strongest force on any atom**: 1.3 eV/Å
**Energy above the lowest of the compared OMol25 structures with the same formula, charge and spin**: 193.07 kJ/mol

Density functional theory data (ωB97M-V with the def2-TZVPD basis set) for a 2-piece molecular cluster, C7H9PS overall in a non-equilibrium geometry.

Structure (XYZ):
```
18
C7H9PS (ωB97M-V with the def2-TZVPD basis set)
C -0.1038 1.6750 -0.5461
C 0.3361 2.0272 0.7365
C -0.0597 0.4604 -1.0559
C 0.8707 1.0552 1.4996
C 0.5469 -0.5347 -0.2557
C 1.1080 -0.2381 0.9588
C 0.7531 -1.9267 -0.8958
P -2.3341 -1.0189 -0.2357
S -3.1177 -0.7493 1.5831
H -0.3603 2.5482 -1.1305
H -0.0247 2.8726 1.2117
H -0.3254 0.2622 -2.0958
H 1.4451 1.2995 2.3941
H 0.6931 -2.0685 -2.0259
H 1.5990 -2.4203 -0.5207
H -0.0865 -2.5594 -0.4924
H 1.6182 -1.0550 1.6345
H -2.5580 0.3705 -0.7638
```

Calculated values
**Structure (SMILES)**: Cc1ccccc1.P=S
**Frontier orbital gap**: 7.35 eV
**E_HOMO**: -8.48 eV
**E_LUMO**: -0.041 hartree
**Strongest force on any atom**: 4.4 eV/Å
**Energy above the lowest of the compared OMol25 structures with the same formula, charge and spin**: 89.36 kJ/mol

Density functional theory data (ωB97M-V with the def2-TZVPD basis set) for C72H55BiN6O6S3 as an isolated structure.

Structure (XYZ):
```
143
C72H55BiN6O6S3 (ωB97M-V with the def2-TZVPD basis set)
Bi -1.0319 -0.9666 -1.1348
N -9.4784 -4.9425 -6.0485
C -8.5475 -4.5148 -5.5272
C -7.3934 -3.9863 -4.8662
C -6.4982 -3.1717 -5.5574
C -5.3996 -2.6484 -4.9002
C -5.1824 -2.9270 -3.5536
C -6.0717 -3.7583 -2.8732
C -7.1698 -4.2886 -3.5229
C -4.0155 -2.3493 -2.8330
C -2.7501 -2.7623 -3.2746
C -2.5028 -3.7284 -4.2807
C -1.1438 -3.9667 -4.3010
C -0.5832 -3.1523 -3.3135
N -1.5283 -2.4207 -2.7115
C -4.3066 -1.5311 -1.7474
C -5.6134 -1.1431 -1.3267
C -5.4723 -0.3988 -0.1881
C -4.0798 -0.3255 0.0532
N -3.3760 -0.9806 -0.8635
H -6.6686 -2.9597 -6.6039
H -4.7005 -2.0090 -5.4234
H -5.8842 -3.9996 -1.8356
H -7.8599 -4.9389 -3.0028
H -3.2507 -4.1995 -4.8959
H -0.6082 -4.6540 -4.9341
H 0.4419 -3.0994 -2.9887
H -6.5344 -1.3880 -1.8267
H -6.2353 0.0686 0.4119
H -2.6109 0.5231 0.9874
C 6.0333 -3.0375 -0.4467
C 4.7658 -3.6046 -1.1085
C 5.1233 -4.8125 -1.9854
C 3.8278 -4.0672 0.0086
C 4.1388 -2.5180 -1.9748
C 4.9065 -1.9059 -2.9793
C 4.4076 -0.9026 -3.7841
C 3.0998 -0.4896 -3.5768
S 2.1866 0.7374 -4.4013
C 0.8055 0.3637 -3.4074
N 1.0116 -0.5829 -2.5394
C 2.3011 -1.0965 -2.5957
C 2.8262 -2.1145 -1.7996
C -0.4650 1.0718 -3.5174
C -0.6241 2.1016 -4.4477
C -1.8156 2.8001 -4.5070
C -2.8447 2.4737 -3.6362
C -2.6836 1.4431 -2.7180
C -1.5029 0.7131 -2.6438
H 6.4674 -3.7885 0.2157
H 5.7704 -2.1618 0.1498
H 6.7929 -2.7497 -1.1752
H 5.6159 -5.5756 -1.3797
H 5.7954 -4.5405 -2.8018
H 4.2192 -5.2495 -2.4126
H 4.3402 -4.8110 0.6216
H 2.9169 -4.5277 -0.3751
H 3.5560 -3.2269 0.6478
H 5.9258 -2.2292 -3.1477
H 5.0142 -0.4523 -4.5591
H 2.1747 -2.5732 -1.0723
H 0.1974 2.3475 -5.1112
H -1.9383 3.5995 -5.2266
H -3.7789 3.0210 -3.6714
H -3.5054 1.2134 -2.0480
O -0.4414 -6.6959 2.1750
C -1.4021 -6.0702 2.8074
O -2.0955 -6.6010 3.6485
C -1.6257 -4.6341 2.4713
C -2.5370 -3.8732 3.1636
N -2.4902 -2.6390 2.6419
N -1.6109 -2.5399 1.6369
C -1.0736 -3.7439 1.5061
C -0.0382 -4.0503 0.4409
O 0.5658 -5.1334 0.5755
O 0.1707 -3.2426 -0.5071
H 0.0244 -6.0800 1.5136
H -3.1838 -4.1551 3.9767
H -3.0402 -1.8321 2.8876
C 2.6141 -0.9823 7.3716
C 2.5766 -0.6956 5.8964
C 1.5000 -1.0932 5.1113
C 1.4834 -0.8363 3.7497
C 2.5442 -0.1576 3.1727
C 3.6403 0.2227 3.9284
C 3.6482 -0.0441 5.2851
S 2.5572 -0.0052 1.3778
O 3.8675 -0.5474 0.9598
C 2.7206 1.7998 1.0771
C 3.6040 2.0332 0.0017
C 3.7402 3.2765 -0.5374
C 2.9914 4.3591 -0.0302
C 3.0485 5.6394 -0.6282
C 2.2724 6.6634 -0.1673
C 1.4333 6.4629 0.9462
C 1.3807 5.2462 1.5652
C 2.1377 4.1498 1.0818
C 1.9938 2.8400 1.6335
C 0.9675 2.6760 2.7042
C 1.2637 3.0332 4.0494
C 2.5455 3.4912 4.4341
C 2.8226 3.7630 5.7440
C 1.8374 3.5925 6.7356
C 0.5874 3.1629 6.3912
C 0.2640 2.8801 5.0446
C -1.0246 2.4347 4.6735
C -1.3078 2.1199 3.3772
C -0.3039 2.2339 2.3946
S -0.6685 1.7295 0.7162
O -3.5668 0.3327 1.1018
C -1.0768 3.2897 -0.0487
C -0.3365 3.6827 -1.1521
C -0.6718 4.8535 -1.8133
C -1.7327 5.6420 -1.3833
C -2.1071 6.8972 -2.1219
C -2.4522 5.2352 -0.2611
C -2.1356 4.0640 0.4053
H 1.7388 -1.5489 7.6862
H 2.6500 -0.0514 7.9402
H 3.5027 -1.5613 7.6271
H 0.6772 -1.6336 5.5652
H 0.6596 -1.1694 3.1277
H 4.4835 0.7099 3.4523
H 4.5042 0.2421 5.8852
H 4.1647 1.1883 -0.3819
H 4.4131 3.4446 -1.3697
H 3.7195 5.7864 -1.4663
H 2.3022 7.6325 -0.6483
H 0.8384 7.2857 1.3211
H 0.7450 5.1030 2.4296
H 3.3091 3.6173 3.6768
H 3.8064 4.1156 6.0263
H 2.0779 3.8046 7.7695
H -0.1766 3.0241 7.1473
H -1.7872 2.3487 5.4384
H -2.2974 1.7873 3.0895
H 0.4961 3.0764 -1.4882
H -0.0966 5.1536 -2.6813
H -1.3047 7.2090 -2.7887
H -2.3232 7.7093 -1.4276
H -3.0024 6.7313 -2.7253
H -3.2827 5.8391 0.0863
H -2.7043 3.7533 1.2728
```

Calculated values
**Frontier orbital gap**: 6.74 eV
**E_HOMO**: -7.76 eV
**E_LUMO**: -0.038 hartree
**Strongest force on any atom**: 0.8 eV/Å
**Energy above the lowest of the compared OMol25 structures with the same formula, charge and spin**: 0.00 kJ/mol

Density functional theory data (ωB97M-V with the def2-TZVPD basis set) for an isolated ion of composition C10H16ClN2 and charge +1 in a non-equilibrium geometry.

Structure (XYZ):
```
29
C10H16ClN2 (ωB97M-V with the def2-TZVPD basis set)
C 3.5772 1.2884 0.2081
C 2.3039 1.3588 -0.1212
C 4.2054 -0.0150 0.4411
C -2.2591 1.2734 -0.1370
C -0.7200 1.5254 -0.0559
C 2.1564 -1.1423 0.4234
C -2.1056 -0.0599 -0.9751
C -0.1123 0.1959 0.2692
C 1.5700 0.1079 -0.2687
C -1.2835 -2.0520 0.1458
N 3.6132 -1.1190 0.5812
N -0.8812 -0.8172 -0.5505
Cl 1.4435 -0.1265 -2.1316
H 4.2763 2.2129 0.2732
H 1.8619 2.2546 -0.2870
H 5.2080 0.0813 0.5079
H -2.6402 1.0802 0.8990
H -2.6302 2.1753 -0.5480
H -0.2948 1.9379 -0.9420
H -0.5708 2.2445 0.6483
H 1.9714 -1.3938 1.5140
H 2.0019 -2.0198 -0.0418
H -2.8653 -0.7977 -0.8308
H -1.8406 0.1095 -2.0606
H -0.0396 0.0063 1.2526
H -1.6255 -1.8630 1.0524
H -1.9759 -2.5399 -0.3794
H -0.3668 -2.6753 0.3605
H -0.5191 -1.1483 -1.4804
```

Calculated values
**Structure (SMILES)**: C[N@H+]1CCC[C@@H]1[C@@]1(Cl)C=CC=NC1
**Frontier orbital gap**: 9.65 eV
**Total charge**: +1
**E_HOMO**: -12.78 eV
**E_LUMO**: -0.115 hartree
**Strongest force on any atom**: 7.0 eV/Å
**Energy above the lowest of the compared OMol25 structures with the same formula, charge and spin**: 254.38 kJ/mol

Density functional theory data (ωB97M-V with the def2-TZVPD basis set) for C32H30F5N6NdO8STe as an isolated structure in a non-equilibrium geometry.

Structure (XYZ):
```
84
C32H30F5N6NdO8STe (ωB97M-V with the def2-TZVPD basis set)
Nd -1.3098 0.7572 0.3745
C 2.6365 2.4353 5.2003
C 2.1357 3.7444 4.5971
N 0.7968 3.6600 4.0340
C -0.3304 4.0174 4.8801
C -0.9952 2.8183 5.5494
C 0.6153 3.1707 2.7770
S -0.9641 3.1774 2.1298
N 1.7562 2.7559 2.1941
C 1.7903 2.0871 1.0488
O 0.8387 1.7015 0.3484
C 3.1651 1.7291 0.5631
C 4.3059 2.3612 1.0445
C 5.5569 2.0156 0.5574
C 5.6807 1.0273 -0.4097
C 4.5450 0.3870 -0.8853
C 3.2931 0.7386 -0.4056
H 3.6652 2.5495 5.5523
H 2.6127 1.6552 4.4408
H 2.0190 2.1218 6.0429
H 2.8185 4.0520 3.8064
H 2.1167 4.5297 5.3573
H -1.0670 4.5365 4.2688
H 0.0407 4.7165 5.6341
H -1.3577 2.1240 4.7921
H -1.8457 3.1447 6.1521
H -0.2957 2.2885 6.1980
H 4.1918 3.1205 1.8060
H 6.4405 2.5180 0.9331
H 6.6590 0.7588 -0.7907
H 4.6347 -0.3891 -1.6359
H 2.3946 0.2490 -0.7595
O -5.1913 4.4163 -3.2107
C -4.4422 3.7727 -2.5243
C -4.8311 2.8095 -1.4411
O -5.9305 2.2747 -1.3038
C -3.6115 2.5145 -0.6712
C -2.4958 2.9804 -1.4286
O -1.2994 2.6782 -1.1306
C -2.9535 3.7058 -2.6193
O -2.2524 4.1001 -3.5382
O -3.4948 1.8106 0.3840
N 0.1605 0.9242 -2.6229
C 0.5751 0.5319 -3.8336
C 0.7646 -0.8355 -3.7700
C 0.4121 -1.1741 -2.4520
N 0.0467 -0.0992 -1.7717
H -0.1752 1.8448 -2.3081
H 0.7046 1.2385 -4.6349
H 1.1062 -1.4875 -4.5551
H 0.3998 -2.1378 -1.9673
C -5.8576 -0.9344 -2.9245
N -4.4250 -0.7541 -2.8982
C -3.6581 -1.1020 -4.0724
C -3.8327 -0.1644 -1.8478
O -2.6497 0.1460 -1.8203
H -6.2809 -0.4503 -3.8083
H -6.2943 -0.4662 -2.0445
H -6.1204 -1.9963 -2.9465
H -3.9459 -2.0989 -4.4141
H -2.6006 -1.0934 -3.8179
H -3.8305 -0.3858 -4.8814
H -4.5077 0.0445 -1.0092
F -0.2410 -2.3165 3.2680
Te -1.3296 -1.9969 1.7787
F 0.2993 -0.9110 1.1177
F -2.2352 -3.6981 1.8484
F -1.3341 -0.0184 2.5346
F -2.6667 -1.8228 3.1232
O -2.2627 -1.3434 0.3724
N 4.3010 -8.7889 -3.2031
C 3.6587 -7.9919 -2.6396
C 2.8809 -7.0251 -1.9521
C 1.7308 -7.4394 -1.1876
C 0.9993 -6.5224 -0.5191
C 1.3626 -5.1183 -0.5579
C 2.5157 -4.7136 -1.3393
C 3.2460 -5.6316 -2.0094
C 0.6160 -4.1878 0.1364
C -0.0549 -3.3475 0.7854
H 1.4600 -8.4860 -1.1573
H 0.1320 -6.8173 0.0552
H 2.7839 -3.6662 -1.3742
H 4.1055 -5.3290 -2.5914
```

Calculated values
**Frontier orbital gap (spin up / spin down)**: 5.14 / 5.16 eV
**Total charge**: -2
**Spin multiplicity**: 4
**E_HOMO (spin up / spin down)**: -2.21 / -2.22 eV
**E_LUMO (spin up / spin down)**: 0.108 / 0.108 hartree
**Strongest force on any atom**: 6.0 eV/Å
**Energy above the lowest of the compared OMol25 structures with the same formula, charge and spin**: 0.00 kJ/mol